[1]
Below is a cluster of 8 separate species, C15H51B2O6 in total, with properties calculated with ωB97M-V with the def2-TZVPD basis set.

Geometry as XYZ:
```
74
C15H51B2O6 | the OMol25 dataset | ωB97M-V with the def2-TZVPD basis set
O -2.850 0.655 -0.692
O -0.407 1.715 1.432
O 3.653 -2.603 0.253
O -1.755 -2.693 1.163
O 2.285 1.152 -2.279
O -0.048 -0.633 0.068
C 2.461 2.520 -2.666
C -0.753 3.909 0.639
C -4.496 2.219 -1.316
C 3.078 -1.717 1.223
C -4.206 0.916 -0.557
C -1.713 -3.476 2.317
C 2.019 2.682 -4.129
C -4.548 0.923 0.958
C 3.967 2.780 -2.441
C 0.916 3.300 2.460
C 3.038 -2.569 2.460
C 0.302 2.877 1.159
C -3.007 -3.223 3.147
C 3.854 -0.368 1.380
C -1.550 -4.886 1.872
B -0.321 -0.033 -2.796
B 1.173 -3.183 -1.570
H 1.343 4.294 2.591
H -5.631 1.017 1.036
H -1.381 3.461 -0.131
H 4.262 -0.003 0.438
H 0.127 3.259 3.211
H 4.043 -2.688 2.866
H 4.320 3.715 -2.006
H -0.606 0.811 -2.187
H -4.855 0.145 -0.973
H -4.096 3.164 -0.951
H 1.032 2.230 -4.232
H -4.174 0.023 1.445
H -3.873 -3.454 2.527
H 1.894 -2.515 -2.016
H 2.959 -2.884 -0.348
H 1.044 2.693 0.382
H 3.113 0.380 1.664
H -2.205 -3.099 0.418
H 0.546 -0.549 -2.414
H 0.229 -2.689 -1.399
H -2.212 -5.158 1.049
H 1.352 0.960 -2.396
H 4.667 -0.528 2.089
H -3.011 -2.185 3.481
H -1.884 -5.600 2.626
H -0.747 -3.326 2.800
H -0.282 1.366 2.318
H 4.417 2.955 -3.419
H -1.085 -0.791 -2.721
H 2.669 2.130 -4.807
H 2.021 3.693 -4.534
H 1.542 -3.516 -0.612
H 0.006 -0.641 -0.890
H 4.524 1.986 -1.942
H 2.761 -3.576 2.148
H -0.569 -5.025 1.418
H -1.401 4.184 1.471
H 2.013 -1.545 1.062
H -5.579 2.345 -1.325
H -3.066 -3.909 3.993
H -0.144 0.277 0.356
H -4.266 2.148 -2.379
H -0.224 4.750 0.190
H -2.666 0.718 -1.632
H 2.474 -2.103 3.268
H 1.010 -3.973 -2.286
H -4.159 1.837 1.407
H 1.895 3.265 -2.107
H -0.775 -1.159 0.410
H 1.639 2.540 2.757
H -0.106 0.308 -3.797
```

Properties
HOMO-LUMO gap ... 7.06 eV
Total charge ... -1
Lowest unoccupied orbital energy ... 0.0821 Ha

***

[2]
Below is the molecule C20H20N2O5S, with properties calculated with ωB97M-V with the def2-TZVPD basis set.

Geometry as XYZ:
```
48
C20H20N2O5S | the OMol25 dataset | ωB97M-V with the def2-TZVPD basis set
S -4.468 -2.613 0.393
O 3.245 1.827 -1.929
O 1.472 3.415 3.096
O 1.177 -0.056 1.678
O 1.730 0.859 -3.369
O -0.530 0.469 3.049
N -0.722 -1.930 0.341
N -0.452 2.918 2.008
C 0.017 -0.193 1.996
C -2.346 -1.015 1.637
C -2.380 -3.482 -0.913
C 0.532 2.680 2.900
C 0.612 -2.047 -1.710
C 1.978 2.151 -1.533
C -0.982 -1.025 1.351
C 3.102 1.010 -3.068
C -1.899 -2.503 -0.010
C 1.058 1.569 -2.408
C 0.199 3.105 -0.300
C -0.295 1.735 -2.244
C 1.574 2.920 -0.471
C -3.724 -3.632 -0.798
C 0.583 -2.270 -0.199
C -0.709 2.515 -1.166
C -2.922 -1.942 0.777
C 0.939 -3.710 0.170
C -0.288 3.856 0.914
C 0.322 1.392 3.709
H -2.827 -0.408 2.376
H -1.247 4.344 0.722
H -1.002 1.282 -2.920
H -1.151 2.200 1.878
H 0.308 -1.030 -1.946
H 0.447 4.595 1.238
H 3.546 0.021 -2.872
H -0.160 1.624 4.660
H 3.617 1.475 -3.924
H -1.767 2.664 -1.009
H 0.918 -3.838 1.250
H 1.300 -1.592 0.270
H 1.307 0.950 3.890
H 0.237 -4.412 -0.274
H 1.621 -2.200 -2.081
H -0.051 -2.735 -2.226
H 1.938 -3.945 -0.186
H 2.285 3.353 0.212
H -4.351 -4.301 -1.354
H -1.787 -4.050 -1.605
```

Properties
HOMO-LUMO gap ... 8.58 eV
SMILES ... CC(C)n1c(C(=O)OCC(=O)NCc2ccc3c(c2)OCO3)cc2sccc21
Total charge ... 0
Lowest unoccupied orbital energy ... 0.0162 Ha

***

[3]
Below is the molecule C6H15N, with properties calculated with ωB97M-V with the def2-TZVPD basis set.

Geometry as XYZ:
```
22
C6H15N | the OMol25 dataset | ωB97M-V with the def2-TZVPD basis set
N -0.443 -1.358 0.274
C 0.926 2.904 -0.198
C 1.419 1.582 0.364
C -0.544 -2.194 -0.922
C -1.557 -1.624 1.187
C -0.486 0.096 -0.072
C 0.905 0.484 -0.584
H -0.636 -3.330 -0.616
H 1.648 3.748 -0.003
H 1.059 1.417 1.515
H -0.789 0.668 0.904
H 2.544 1.481 0.510
H -0.114 3.112 0.195
H -1.303 0.539 -0.733
H -1.949 -0.753 1.644
H -1.643 -2.137 -1.298
H 0.306 -1.882 -1.660
H 0.973 0.673 -1.687
H 0.985 3.026 -1.356
H -2.472 -1.910 0.702
H -1.172 -2.401 1.933
H 1.678 -0.236 -0.610
```

Properties
HOMO-LUMO gap ... 9.76 eV
SMILES ... CCCCN(C)C
Total charge ... 0
Lowest unoccupied orbital energy ... 0.0421 Ha

***

[4]
Below is a cluster of 2 separate species, C3H8N2 in total, with properties calculated with ωB97M-V with the def2-TZVPD basis set.

Geometry as XYZ:
```
13
C3H8N2 | the OMol25 dataset | ωB97M-V with the def2-TZVPD basis set
N 2.067 1.982 0.812
N -2.506 -1.003 -1.359
C 1.229 0.979 1.493
C 2.651 1.556 -0.216
C -2.846 -2.248 -0.908
H 1.794 0.097 1.756
H 3.077 2.246 -0.938
H -3.511 -2.951 -1.432
H 0.786 1.486 2.343
H -2.920 -2.381 0.180
H 0.490 0.502 0.845
H 2.768 0.484 -0.408
H -3.079 -0.748 -2.168
```

Properties
HOMO-LUMO gap (alpha / beta) ... 2.88 / 6.05 eV
<S²> ... 0.7540
Total charge ... -1
Lowest unoccupied orbital energy (alpha / beta) ... 0.1314 / 0.1312 Ha
Spin multiplicity ... 2

***

[5]
Below is the molecule C5H10NOP, with properties calculated with ωB97M-V with the def2-TZVPD basis set.

Geometry as XYZ:
```
18
C5H10NOP | the OMol25 dataset | ωB97M-V with the def2-TZVPD basis set
P -0.937 -0.489 -2.313
O -0.726 -1.757 -1.291
N -0.936 0.698 -0.167
C 1.396 1.166 0.413
C 1.112 -0.311 0.542
C -0.862 -1.754 0.143
C -0.030 1.731 -0.033
C -0.405 -0.389 0.651
H -1.870 -2.009 0.252
H -2.479 -0.476 -2.355
H 1.412 -0.851 -0.270
H -0.198 2.528 0.704
H 1.568 -0.696 1.445
H 0.224 2.277 -0.878
H -0.944 -0.173 1.552
H -0.274 -2.635 0.547
H 2.222 1.472 -0.386
H 1.725 1.668 1.443
```

Properties
HOMO-LUMO gap (alpha / beta) ... 7.76 / 7.75 eV
Total charge ... 0
Lowest unoccupied orbital energy (alpha / beta) ... -0.0123 / -0.0123 Ha

***

[6]
Below is the molecule C4H7NO2, with properties calculated with ωB97M-V with the def2-TZVPD basis set.

Geometry as XYZ:
```
14
C4H7NO2 | the OMol25 dataset | ωB97M-V with the def2-TZVPD basis set
O -2.757 0.438 0.708
O 0.325 1.294 -0.336
N -0.818 -0.712 -0.309
C 0.219 0.061 -0.042
C 1.607 -0.449 0.255
C -2.091 -0.098 -0.532
C 2.705 0.275 0.178
H -2.545 -0.996 -0.896
H 1.707 -1.448 0.521
H -2.164 1.277 1.253
H -1.977 0.811 -1.331
H 3.699 -0.149 0.139
H 2.760 1.227 -0.172
H -0.669 -1.532 0.565
```

Properties
HOMO-LUMO gap ... 10.29 eV
SMILES ... C=CC(=O)NCO
Total charge ... 0
Lowest unoccupied orbital energy ... 0.0200 Ha

***

[7]
Below is a cluster of 4 separate species, C5H12O in total, with properties calculated with ωB97M-V with the def2-TZVPD basis set.

Geometry as XYZ:
```
18
C5H12O | the OMol25 dataset | ωB97M-V with the def2-TZVPD basis set
O 0.190 -0.354 1.225
C -1.171 -0.587 -0.921
C 0.547 1.436 -0.473
C 0.366 -0.045 -0.097
C -0.179 1.899 2.215
C 1.556 -0.847 -0.675
H -1.911 -2.923 2.433
H 0.692 1.574 -1.552
H -0.569 0.963 2.599
H -1.839 0.383 1.567
H -0.403 1.955 -0.275
H -1.183 -1.681 -0.858
H -0.972 -0.269 -1.944
H 1.479 -1.902 -0.410
H 1.485 1.843 -0.051
H 1.576 -0.760 -1.766
H 2.531 -0.490 -0.301
H -2.234 -0.263 -0.758
```

Properties
HOMO-LUMO gap (alpha / beta) ... 7.19 / 6.55 eV
Total charge ... 0
Lowest unoccupied orbital energy (alpha / beta) ... -0.0594 / -0.0732 Ha

***

[8]
Below is the molecule C6H6, with properties calculated with ωB97M-V with the def2-TZVPD basis set.

Geometry as XYZ:
```
12
C6H6 | the OMol25 dataset | ωB97M-V with the def2-TZVPD basis set
C 1.046 0.031 0.080
C -0.816 0.068 -1.780
C 1.931 -0.042 1.234
C -1.814 -0.490 -0.848
C 0.374 0.126 -0.915
C -2.307 -0.911 0.166
H -2.644 -1.269 1.113
H 1.715 0.758 1.949
H 2.954 0.073 0.872
H 1.853 -0.999 1.763
H -1.100 1.063 -2.141
H -0.656 -0.561 -2.664
```

Properties
HOMO-LUMO gap ... 10.16 eV
SMILES ... C#CCC#CC
Total charge ... 0
Lowest unoccupied orbital energy ... 0.0351 Ha

***

Ordered maximum force results: 4.62; 1.26; 2.99; 1.24; 4.25; 8.10; 2.45; 0.64; unit eV/A.
Ordered ΔE to the lowest compared entry with this formula, charge and spin results: 35.5; 26.9; 72.5; 43.8; 77.0; 94.3; 349.0; 93.5; unit kcal/mol.